Arrangement 1

A single C4H4ClF molecule, computed with the ωB97M-V functional and the def2-TZVPD basis.

Values from the calculation:
LUMO energy = 0.90 eV
Frontier orbital gap = 11.66 eV
SMILES = C#C[C@H](F)CCl

Element x y z (Å)
C 1.67597 -0.70799 1.34168
C 0.93611 -0.08498 0.68868
C -0.07610 0.75200 0.02163
F -0.63834 1.55038 1.09806
C -1.02123 -0.15446 -0.79968
Cl -0.37148 -1.02628 -2.23682
H 2.33973 -1.20719 1.81069
H 0.46879 1.41898 -0.67079
H -1.86926 0.45386 -1.14117
H -1.44419 -0.99432 -0.11227

Atom charges from the Löwdin analysis, given in e for atoms 1 to 5: C 0.1676; C -0.0885; C -0.3461; F -0.0381; C -0.5470


Arrangement 2

A single C4H4ClF molecule, computed with the ωB97M-V functional and the def2-TZVPD basis.

Values from the calculation:
LUMO energy = 0.81 eV
Frontier orbital gap = 11.25 eV
SMILES = C#C[C@H](F)CCl

Element x y z (Å)
C 2.01963 -0.71756 -0.41877
C 1.17040 0.09607 -0.08604
C -0.00282 0.80195 0.33993
F 0.05187 1.00446 1.74728
C -1.08565 -0.24342 0.02943
Cl -1.64084 -0.07076 -1.74567
H 2.64173 -1.48335 -0.79114
H -0.29428 1.83182 0.07881
H -1.89223 0.06281 0.68237
H -0.96781 -1.28203 0.16380

Atom charges from the Löwdin analysis, given in e for atoms 1 to 5: C 0.1571; C -0.0980; C -0.3857; F -0.0436; C -0.4539


Relative energies, unit hartree: arrangement 1 0.0038; arrangement 2 0.0000


Arrangement 1

A single C10H11N3 molecule, computed with the ωB97M-V functional and the def2-TZVPD basis.

Values from the calculation:
LUMO energy = 0.37 eV
Frontier orbital gap = 9.02 eV
SMILES = C(=C/c1ccccn1)/C1=NCCN1

Element x y z (Å)
C 0.66212 1.77425 -0.17084
C -0.70454 1.85893 -0.16689
C -1.79092 0.78571 -0.20376
C -1.43635 -0.56453 -0.33448
C -2.40171 -1.52809 -0.10568
C -3.71659 -1.04925 0.17395
C -3.97394 0.33486 0.16461
N -2.99171 1.27879 -0.01178
C 1.60589 0.62202 -0.23636
N 1.31058 -0.59547 -0.39996
C 2.55934 -1.39848 -0.15413
C 3.65929 -0.37675 0.30589
N 2.96114 0.89830 0.08923
H 1.07533 2.70833 -0.17526
H -1.17534 2.83573 -0.07716
H -0.30300 -0.72281 -0.44813
H -2.21224 -2.58191 0.02013
H -4.55207 -1.69648 0.28936
H -5.01498 0.65124 0.22752
H 2.22011 -2.02898 0.62788
H 2.60114 -1.93136 -1.10017
H 3.92913 -0.53716 1.34704
H 4.52636 -0.40691 -0.39367
H 3.16292 1.67001 0.73266

Atom charges from the Löwdin analysis, given in e for atoms 1 to 5: C -0.0036; C 0.0158; C -0.3005; C -0.0219; C -0.0547


Arrangement 2

A single C10H11N3 molecule, computed with the ωB97M-V functional and the def2-TZVPD basis.

Values from the calculation:
LUMO energy = 0.76 eV
Frontier orbital gap = 9.15 eV
SMILES = c1ccc2c(c1)nc1n2CCNC1

Element x y z (Å)
C -1.24739 -1.41454 3.00468
C 0.05286 -0.89646 3.18982
C 0.83218 -0.36738 2.08253
C 0.12486 -0.32910 0.83822
C -1.19123 -0.66539 0.65086
C -1.84157 -1.30417 1.73013
N -1.61097 -0.32513 -0.68355
C -0.55737 0.16457 -1.14520
N 0.59219 0.20269 -0.34946
C 1.93334 0.66102 -0.76321
C 1.88027 1.20685 -2.20218
N 0.62351 1.65956 -2.70803
C -0.51722 0.74151 -2.56576
H -1.72617 -2.17278 3.71024
H 0.65825 -0.95478 4.17255
H 1.85789 -0.02583 1.99712
H -2.86421 -1.60997 1.57647
H 2.26016 1.35583 0.01655
H 2.61244 -0.15254 -0.65673
H 2.67395 1.87892 -2.44972
H 2.05362 0.36701 -2.87257
H 0.38076 2.61338 -2.29101
H -1.49059 1.23900 -2.58905
H -0.46159 -0.07949 -3.34597

Atom charges from the Löwdin analysis, given in e for atoms 1 to 5: C -0.1169; C -0.1006; C 0.0057; C -0.2036; C -0.2005


Relative energies, unit hartree: arrangement 1 0.0375; arrangement 2 0.0000


Arrangement 1

A single C4H5F2N molecule, computed with the ωB97M-V functional and the def2-TZVPD basis.

Values from the calculation:
LUMO energy = 0.66 eV
Frontier orbital gap = 9.03 eV
SMILES = C=NC(C)=C(F)F

Element x y z (Å)
C 0.77320 -1.96262 0.20232
N 0.85444 -0.79622 -0.26978
C 0.00512 0.23505 -0.07360
C 0.55177 1.62208 -0.11536
C -1.44843 0.04944 0.00896
F -2.06433 -1.12350 -0.09392
F -2.31057 1.05962 -0.05917
H 1.49477 -2.68874 -0.14168
H 0.03900 -2.28738 0.93613
H -0.24778 2.35397 -0.18027
H 1.19984 1.71324 -0.98483
H 1.15296 1.82506 0.77120

Atom charges from the Löwdin analysis, given in e for atoms 1 to 5: C -0.0153; N 0.0112; C -0.2900; C -0.0459; C -0.2621


Arrangement 2

A single C4H5F2N molecule, computed with the ωB97M-V functional and the def2-TZVPD basis.

Values from the calculation:
LUMO energy = 0.78 eV
Frontier orbital gap = 10.42 eV
SMILES = [H]/N=C(F)/C=C(/C)F

Element x y z (Å)
H 3.45685 1.19107 -0.23891
N 2.56076 1.09583 -0.66421
C 1.71163 0.48571 0.01452
F 1.90580 -0.33138 1.05413
C 0.24771 0.44044 -0.32388
C -0.61036 -0.38444 0.36876
C -1.99401 -0.56568 -0.05595
F -0.20712 -1.08388 1.51394
H -0.06943 0.85118 -1.21399
H -2.55110 0.15934 0.53707
H -2.40858 -1.49272 0.15112
H -2.04215 -0.36549 -1.14259

Atom charges from the Löwdin analysis, given in e for atoms 1 to 5: H 0.0532; N 0.1732; C -0.4431; F 0.0761; C 0.0454


Relative energies, unit hartree: arrangement 1 0.0257; arrangement 2 0.0000


Arrangement 1

A single C4H5F2N molecule, computed with the ωB97M-V functional and the def2-TZVPD basis.

Values from the calculation:
LUMO energy = 0.84 eV
Frontier orbital gap = 10.96 eV
SMILES = C#CC(F)(F)CN

Element x y z (Å)
C -2.34293 -0.67206 -1.37165
C -1.30725 -0.13328 -1.18408
C 0.16827 0.38441 -0.54866
F 1.12820 0.48767 -1.52580
F -0.02397 1.76444 -0.16859
C 0.54548 -0.46300 0.60600
N 1.41206 0.17284 1.58737
H -3.26571 -0.85152 -1.88788
H 0.93894 -1.35550 0.27786
H -0.36941 -0.83067 1.02437
H 2.32265 0.52119 1.33644
H 0.79367 0.97548 1.85464

Atom charges from the Löwdin analysis, given in e for atoms 1 to 5: C 0.0786; C 0.0164; C -0.3977; F 0.0672; F 0.0014


Arrangement 2

A single C4H5F2N molecule, computed with the ωB97M-V functional and the def2-TZVPD basis.

Values from the calculation:
LUMO energy = 0.82 eV
Frontier orbital gap = 9.63 eV
SMILES = C=C=NCC(F)F

Element x y z (Å)
C 2.44015 -0.11842 1.68054
C 1.40635 -0.05532 0.96874
N 0.24985 -0.10055 0.53442
C -0.42601 0.08633 -0.77959
C -2.00252 0.04358 -0.94243
F -2.53113 0.63827 0.10323
F -2.41103 -1.20550 -1.23406
H 3.04342 -0.90004 1.85877
H 2.69696 0.64692 2.36296
H 0.12770 -0.72089 -1.43342
H -0.22911 1.07375 -1.26051
H -2.36463 0.61187 -1.85865

Atom charges from the Löwdin analysis, given in e for atoms 1 to 5: C 0.0007; C -0.1919; N 0.0889; C -0.1024; C -0.4371


Relative energies, unit hartree: arrangement 1 0.0112; arrangement 2 0.0000


Arrangement 1

A single C7H13N3 molecule, computed with the ωB97M-V functional and the def2-TZVPD basis.

Values from the calculation:
LUMO energy = 0.85 eV
Frontier orbital gap = 10.22 eV

Element x y z (Å)
C 1.14592 -1.19888 1.83845
C 1.04103 -0.65868 0.44793
C 0.19177 0.70858 -0.03966
C 0.38797 0.82622 -1.52234
C -0.72549 0.11945 -2.26939
C -1.76556 -0.37639 -1.13637
C -1.29962 0.68487 -0.12545
H 1.63774 -2.32123 1.89806
H 0.26249 -1.46833 2.23218
H 0.81698 -1.62111 -0.37378
H 2.16558 -0.47466 -0.10322
H 0.45277 1.61081 0.63285
H 1.26979 0.61280 -2.15337
H 0.11511 1.89118 -1.74613
H -1.19181 0.60288 -2.98551
H -0.51826 -0.79595 -2.60763
H -2.91270 -0.28877 -1.32404
H -1.40027 -1.51201 -0.68262
H -1.72129 0.29178 0.97027
H -1.54933 1.67262 -0.28611
N 0.62217 1.55316 3.44622
N 1.24591 0.62443 3.10005
N 1.72907 -0.48278 2.78963

Atom charges from the Löwdin analysis, given in e for atoms 1 to 5: C -0.3622; C -0.1280; C -0.3207; C -0.2146; C -0.1839


Arrangement 2

A single C7H13N3 molecule, computed with the ωB97M-V functional and the def2-TZVPD basis.

Values from the calculation:
LUMO energy = 0.60 eV
Frontier orbital gap = 8.37 eV

Element x y z (Å)
C -0.35636 1.56506 0.10077
C -2.18436 0.24096 0.02937
C -1.43101 -0.85666 -0.13321
C -3.68096 0.13708 -0.12177
C 2.24449 -0.10594 -1.31933
C 2.54632 0.01882 1.17735
C 1.83395 0.62356 -0.03625
N -1.68283 1.48390 0.09040
N 0.41387 0.53650 0.13036
N -1.13421 -2.05898 0.24281
H 0.03540 2.58544 0.05920
H -3.99436 -0.88965 -0.29078
H -4.14853 0.51798 0.78394
H -3.99765 0.76197 -0.95375
H 2.02976 -1.16811 -1.23138
H 3.30802 0.02602 -1.50185
H 1.68860 0.29141 -2.16580
H 2.19393 -0.99565 1.34812
H 2.34691 0.61064 2.06870
H 3.62061 -0.00494 1.00263
H 2.13275 1.68422 -0.12868
H -0.60747 -2.66583 -0.37108
H -1.17687 -2.33779 1.22024

Atom charges from the Löwdin analysis, given in e for atoms 1 to 5: C -0.2783; C -0.3866; C -0.0245; C -0.0311; C -0.0691


Relative energies, unit hartree: arrangement 1 0.1664; arrangement 2 0.0000


Arrangement 1

2 unconnected molecules or ions with the total composition C3H3F6P, computed with the ωB97M-V functional and the def2-TZVPD basis.

Values from the calculation:
LUMO energy (spin up / spin down) = -1.36 / -1.07 eV
Frontier orbital gap (spin up / spin down) = 8.63 / 8.39 eV

Element x y z (Å)
C 0.09890 -0.00129 -0.05733
C -0.49944 -1.39327 0.17193
C -0.73901 1.26264 0.29509
F -1.39791 -1.61386 -0.78032
F -1.20406 -1.41866 1.31785
F 0.41144 -2.36037 0.14105
F 0.01526 2.22919 0.93107
F -1.11998 1.66354 -0.96543
F -1.80592 1.01286 1.00367
P 1.13474 0.21247 -1.48020
H 0.90453 -0.34056 1.78344
H 2.27641 -0.57460 -1.19924
H 1.92505 1.32190 -1.16158

Atom charges from the Löwdin analysis, given in e for atoms 1 to 5: C -0.3589; C -0.7453; C -0.6381; F 0.1425; F 0.1075


Arrangement 2

2 unconnected molecules or ions with the total composition C3H3F6P, computed with the ωB97M-V functional and the def2-TZVPD basis.

Values from the calculation:
LUMO energy = 0.81 eV
Frontier orbital gap = 10.40 eV
SMILES = CC(F)=C(F)F.FP(F)F

Element x y z (Å)
C -1.77794 -0.26169 0.18236
C -0.64431 -1.14545 0.58036
F -0.31866 -1.03625 1.91423
C 0.10037 -1.90709 -0.19034
F 0.03225 -1.82644 -1.53848
F 1.13672 -2.68480 0.16002
H -1.54773 0.63068 -0.36070
H -2.48916 -0.91695 -0.35999
H -2.12761 0.01834 1.09575
F 1.71001 2.45119 -1.70983
P 2.54877 2.35033 -0.34555
F 1.52504 3.31156 0.40264
F 1.85224 1.01657 0.16954

Atom charges from the Löwdin analysis, given in e for atoms 1 to 5: C 0.0095; C -0.2527; F 0.0437; C -0.2937; F 0.1055


Relative energies, unit hartree: arrangement 1 0.1993; arrangement 2 0.0000